Density functional theory data (ωB97M-V/def2-TZVPD) for C18H42AsF6N6O6Tl as an isolated structure.

Results
charge	+1
2S+1	2
gap between HOMO and LUMO (alpha / beta)	9.37 / 2.73	eV

The geometry in XYZ format:
```
80
Properties=species:S:1:pos:R:3:forces:R:3:mulliken_charge:R:1
Tl 0.197271 0.562655 0.675803 -0.1829 -0.9146 -0.5335 1.155
As -4.048449 -1.217055 0.236733 0.1147 0.0040 -2.8083 1.987
F -3.276669 -2.827885 0.522003 -1.3516 1.4031 -0.5062 -0.593
F -5.687879 -1.873045 0.573983 2.1894 0.8294 -0.0738 -0.491
F -4.682899 0.415705 -0.064967 0.2579 -1.1139 0.6718 -0.504
F -2.388529 -0.611445 -0.085007 -1.1143 -0.2555 0.0399 -0.371
F -4.244969 -1.522445 -1.546657 0.2961 -0.0674 2.2803 -0.496
F -3.706799 -0.760725 1.903053 -0.6961 -0.3455 0.2475 -0.590
C 0.634401 -3.503765 3.390993 -0.5823 0.4284 0.3695 -1.860
C -0.469429 -2.997055 2.450633 0.9320 -0.4157 0.6405 0.861
O -0.182979 -2.083375 1.692073 -0.2276 0.8494 -0.4689 -0.195
N -1.697059 -3.513765 2.515433 -0.1129 -1.9722 1.5813 0.026
C -2.094269 -4.666705 3.429363 -0.0173 1.5752 -0.3666 -1.035
H 1.432471 -2.762925 3.342463 0.0818 -0.3054 -0.2333 0.375
H 0.989141 -4.519475 3.216133 -0.0338 0.0774 -0.2082 0.417
H 0.263391 -3.468945 4.415323 -0.0583 -0.1534 0.1233 0.524
H -2.382209 -3.028145 1.954323 -0.2140 -0.3183 -0.1231 0.165
H -2.776949 -5.390535 2.984273 0.3796 0.1326 -0.5926 0.315
H -2.666579 -4.266075 4.266053 0.1115 0.1624 0.1623 0.323
H -1.217409 -5.164975 3.842823 -0.0843 0.0723 -0.3348 0.366
C 1.242951 0.365955 -4.162077 0.2891 0.9973 0.3346 -0.991
C 1.907551 1.125985 -2.989217 -1.3086 -1.0828 0.0490 0.489
O 1.610971 0.895035 -1.832217 -0.1952 -0.4742 0.7736 -0.358
N 2.751161 2.089375 -3.297947 1.8088 1.7387 0.1604 -0.206
C 3.422471 2.980885 -2.270217 -0.7651 -0.3758 -0.8310 -0.835
H 1.734751 -0.570435 -4.425507 -0.1534 -0.1571 0.5268 0.149
H 1.280151 0.952675 -5.079947 -0.0933 0.1773 -0.0061 0.565
H 0.203911 0.267695 -3.847707 0.0928 -0.4941 -0.2018 0.142
H 2.799301 2.285805 -4.287487 0.4987 0.3842 0.2905 0.221
H 3.215971 4.015735 -2.543227 0.1762 -0.0141 -0.0911 0.369
H 4.497661 2.826825 -2.178907 -0.0298 -0.1479 -0.4653 0.319
H 3.020681 2.830715 -1.268157 -0.4015 -0.3759 -0.3318 0.186
C 3.234061 -3.669785 0.812313 0.2127 -0.3634 -0.1501 -0.790
C 3.268451 -2.244825 0.276213 -3.1786 -0.0638 1.4177 0.381
O 2.317931 -1.475775 0.478583 1.4741 -0.2384 -0.4419 -0.447
N 4.304031 -2.006175 -0.505687 1.8795 0.4619 -1.7445 -0.052
C 4.518631 -0.835895 -1.360447 0.1062 0.9778 -0.1824 -0.700
H 4.254431 -4.034645 0.929823 -0.0516 -0.1963 0.3511 0.458
H 2.768671 -4.328605 0.079183 0.0331 0.1685 -0.4467 0.160
H 2.618531 -3.858135 1.691943 0.3885 0.6760 0.1032 -0.094
H 5.026501 -2.710765 -0.464617 -0.0224 0.2546 -0.3137 0.201
H 4.505881 0.098145 -0.798737 -0.1489 -0.1284 0.2578 0.249
H 3.838841 -0.668885 -2.195967 -0.8658 -0.5706 0.4086 -0.001
H 5.447401 -0.809005 -1.930327 0.4916 -0.7871 0.7043 0.420
C -1.096839 -3.071695 -2.953847 1.7855 0.4162 0.1361 -1.602
C 0.125511 -2.494455 -2.203717 -2.7486 3.2378 1.0543 0.620
O -0.072009 -1.499875 -1.453847 0.1916 -1.5914 -0.8006 -0.180
N 1.344641 -2.894785 -2.481497 0.5901 -0.1408 0.6354 0.518
C 1.718211 -3.939635 -3.360697 0.5382 -0.2000 -1.0501 -1.149
H -0.875499 -2.893995 -4.006237 -0.0634 -0.2715 -0.2391 0.474
H -1.990609 -2.487845 -2.733847 0.0654 -0.5315 0.5359 0.200
H -1.068759 -4.143175 -2.755747 -0.8017 -0.0030 -0.1127 0.432
H 2.077931 -2.424475 -1.970427 -0.1542 0.1021 0.0730 -0.219
H 0.991651 -4.099255 -4.157407 -0.1237 0.0267 0.2194 0.423
H 1.906591 -4.890255 -2.861767 0.1706 -0.0107 -0.0312 0.256
H 2.601061 -3.539125 -3.858957 0.3247 -0.7036 -0.1418 0.380
C -1.980559 3.451205 3.512573 -0.6741 -0.5821 -0.0453 -1.138
C -2.713649 2.338935 2.745043 1.1450 1.2198 1.6233 0.599
O -2.237029 1.911385 1.717783 0.4155 -0.7244 -1.9768 -0.400
N -3.820559 1.742455 3.219353 -0.0394 -0.5707 0.1035 0.191
C -4.563299 2.084805 4.377223 -0.2659 0.6651 0.3566 -0.971
H -1.195359 3.867045 2.881203 -0.3078 -0.0420 -0.1440 0.154
H -1.478529 2.995035 4.365783 -0.0974 -0.0393 0.1745 0.427
H -2.665349 4.215305 3.880443 0.0941 0.0564 -0.0152 0.429
H -4.130249 0.936485 2.695323 0.0696 -0.5197 -0.6892 0.284
H -5.043239 3.039755 4.163183 -0.2886 0.2007 0.3391 0.346
H -3.894399 2.219925 5.227183 -0.0370 0.0124 0.0967 0.364
H -5.329269 1.341405 4.597983 0.2134 0.0413 -0.1619 0.357
C -1.600339 5.142015 -0.223577 1.2359 -0.1837 1.1915 -0.969
C -0.141309 4.659705 -0.079637 -1.0778 -1.1441 -0.5413 0.616
O 0.177241 3.532815 0.295363 -0.2737 0.0233 0.5759 -0.586
N 0.778611 5.478135 -0.556857 1.4556 2.2558 -0.4961 -0.164
C 0.619681 6.798465 -1.192877 -0.5220 -0.9221 -0.4916 -0.957
H -1.652799 6.161755 0.157833 -0.1315 0.2496 -0.5864 0.427
H -2.220639 4.576455 0.471743 -0.0457 -0.3855 -0.5459 0.018
H -1.860549 5.030375 -1.276157 -0.3822 0.1724 0.2133 0.352
H 1.757631 5.233365 -0.515467 -0.3760 -0.6952 0.3349 0.312
H 1.625201 7.080595 -1.504997 -0.2524 0.4630 0.2338 0.325
H 0.090811 7.547165 -0.603087 0.4514 -0.0254 0.2882 0.286
H 0.031561 6.672045 -2.101847 -0.0084 0.1047 -0.1545 0.334
```
Forces are in eV/Å.

---

Density functional theory data (ωB97M-V/def2-TZVPD) for C18H42Be2ClN3O6 as an isolated structure.

Results
charge	+4
2S+1	1
gap between HOMO and LUMO	3.61	eV
energy relative to the best compared isomer or geometry (same formula, charge and spin)	0.0	kcal/mol

The geometry in XYZ format:
```
72
Properties=species:S:1:pos:R:3:forces:R:3:mulliken_charge:R:1
Be 4.079833 1.884745 -0.095518 -0.2932 -0.6023 -0.3785 0.720
Be -0.870742 1.942909 3.296220 -1.2916 -0.9039 -0.3980 0.896
N 4.171483 -1.385201 4.011620 0.6764 -0.1597 -1.0719 -0.448
H 4.794679 -0.587009 3.857329 -0.5364 0.5706 0.8038 0.383
H 4.677395 -2.049125 3.411582 -0.5481 -0.7898 0.4248 0.394
H 3.231356 -1.243808 3.624646 0.0821 0.0586 -0.1399 0.253
H 4.111097 -1.698217 4.983175 0.3339 0.0216 0.0333 0.405
Cl 1.251792 -0.656725 1.007905 0.6996 -0.7040 0.1159 1.646
O 2.420309 0.244089 0.995195 0.0605 0.5976 0.0702 -0.714
O 1.014958 -1.088449 -0.335097 -0.1743 0.2103 -0.0588 -0.681
O 1.587139 -1.775160 1.840331 -0.0504 0.3145 0.2612 -0.665
O 0.086063 0.033204 1.541946 0.2130 0.5192 0.1339 -0.557
C -2.853270 0.795935 0.813613 -0.2895 1.2571 0.1827 -1.974
C -4.106966 1.065122 1.710859 -0.6472 -1.8098 -0.0713 1.091
C -4.578509 -0.312215 2.187986 1.0255 -1.6602 1.0728 -1.175
C -5.467789 -0.368991 3.417793 -0.9274 1.9710 -1.4014 -0.823
C -4.805758 0.397892 4.557167 -0.9994 -1.1778 -0.2220 -1.085
C -4.227139 1.763894 4.206934 -1.0992 -0.2444 1.0203 1.466
N -3.680687 1.839412 2.852947 1.2955 0.1782 0.9554 0.992
O -3.255366 3.114711 2.553965 -0.7098 0.4736 -0.4751 -0.196
C -5.418500 2.826263 4.252651 0.3552 1.2365 -1.6499 -1.443
C -3.230025 2.140410 5.303981 0.1545 -0.7290 0.0790 -2.118
C -5.212908 1.728814 0.856861 0.1186 1.5027 -0.3863 -1.580
H -2.336999 1.759814 0.748229 0.0914 -0.0528 -0.3821 0.359
H -3.226389 0.506232 -0.163692 0.3205 -0.1855 -0.0728 0.497
H -2.189280 0.062558 1.258632 -0.2209 -0.1812 -0.0115 0.367
H -5.017469 -0.906129 1.387653 0.1523 0.3266 -0.3021 0.545
H -3.663307 -0.831971 2.508534 0.0357 -0.1853 -0.3942 0.302
H -5.907755 -1.321506 3.699479 0.7844 -0.3603 0.0233 0.502
H -6.370065 0.144391 3.040658 -0.0981 0.2970 0.7262 0.330
H -4.057889 -0.232495 5.042103 0.0806 -0.0079 -0.0675 0.362
H -5.636519 0.503452 5.258122 0.4897 0.4446 0.4720 0.414
H -6.177127 2.780798 5.028286 0.4814 -0.6506 0.4039 0.420
H -4.966523 3.819831 4.254341 -0.0402 -0.0028 0.3305 0.465
H -5.951960 2.787351 3.298825 -0.1754 -0.2305 0.1363 0.288
H -2.630344 1.236563 5.478850 0.4062 0.0634 -0.2138 0.433
H -2.606336 3.020899 5.151443 -0.3243 0.2728 -0.1625 0.478
H -3.781162 2.209987 6.243327 0.0618 0.4516 0.0160 0.438
H -6.191886 1.831910 1.322238 0.1052 -0.4411 0.2893 0.357
H -5.323710 1.211480 -0.093409 0.0331 -0.3854 0.2198 0.457
H -4.947011 2.745675 0.538294 0.1453 -0.0372 0.0598 0.496
H -4.041583 3.524762 2.134286 0.3094 0.3985 -0.1227 0.431
C 3.844514 0.986959 -4.445542 0.8095 -0.1933 -0.9978 -1.355
C 2.685039 -0.029014 -4.132866 -0.9977 0.2235 -0.6927 1.000
C 2.346879 -0.783225 -5.438249 -0.1633 -1.0827 0.5792 -1.077
C 3.275401 -1.972484 -5.786843 -0.4802 1.5998 0.5346 -0.643
C 3.426996 -2.825726 -4.551616 0.8236 -1.0966 -0.2966 -1.052
C 3.898372 -2.081178 -3.280558 -0.6060 -1.7399 -0.0070 1.307
N 3.030303 -0.968086 -3.088074 3.0287 3.1077 0.0144 0.357
O 3.249343 -0.287996 -1.928711 -1.4733 -1.0325 0.1127 0.133
C 3.826411 -3.023117 -2.066627 0.7947 -0.8478 -0.2690 -2.053
C 5.420707 -1.673839 -3.471579 -0.5101 0.7279 -0.6020 -1.455
C 1.458498 0.783548 -3.648638 -1.4412 -0.7081 -0.2094 -1.483
H 4.377203 0.668573 -5.347069 0.1702 -0.5769 0.3341 0.425
H 4.581750 1.110639 -3.658895 -0.2445 0.3554 0.1726 0.228
H 3.405271 1.899053 -4.844827 -0.2121 0.2423 0.8256 0.417
H 1.365666 -1.193945 -5.185112 -0.2266 0.0913 -0.7845 0.417
H 2.329723 -0.086481 -6.271712 -0.4128 0.1619 0.1345 0.403
H 4.207482 -1.531473 -6.146433 0.2092 -0.4581 -0.0197 0.339
H 2.816094 -2.513505 -6.611011 0.1380 -0.1509 0.0203 0.436
H 4.186405 -3.596203 -4.716455 0.0762 0.1122 -0.0632 0.466
H 2.539997 -3.438478 -4.370845 -0.2521 0.4258 0.2584 0.428
H 4.277701 -3.947619 -2.440459 -0.4397 -0.1576 -0.0614 0.532
H 4.525593 -2.832589 -1.249895 -0.3495 0.7242 0.1382 0.446
H 2.813038 -3.246989 -1.736370 -0.0155 0.0836 0.0596 0.469
H 5.824748 -1.058084 -2.672294 -0.1558 -0.1753 0.2339 0.307
H 5.960707 -2.610638 -3.585079 -0.0242 -0.0351 0.1689 0.453
H 5.485484 -1.112379 -4.400329 0.1970 -0.0832 -0.0186 0.394
H 1.278387 1.641341 -4.290932 0.5019 0.3597 0.3615 0.466
H 1.410446 0.950200 -2.577026 0.5785 0.7106 -0.0703 0.295
H 0.517998 0.235280 -3.796537 0.3462 -0.4903 -0.1949 0.393
H 2.938678 -0.928634 -1.249699 0.2446 0.2382 0.4906 0.282
```
Forces are in eV/Å.

---

Density functional theory data (ωB97M-V/def2-TZVPD) for C18H42BrLiSbSi as an isolated structure.

Results
charge	+1
2S+1	1
gap between HOMO and LUMO	9.07	eV

The geometry in XYZ format:
```
64
Properties=species:S:1:pos:R:3:forces:R:3:mulliken_charge:R:1
Li -1.483159 1.870689 0.375513 0.0317 0.1187 -0.1318 0.692
C 1.662540 6.215279 2.355939 -0.0760 -0.0228 0.0740 -0.898
C 1.489298 5.001085 1.464646 -0.3731 -0.2846 -0.1416 -0.907
Sb -0.343924 3.853867 1.759141 0.2221 0.2472 0.4688 0.506
C 0.077094 2.769769 3.603076 -0.0868 0.1061 -0.3092 -0.824
C 0.956936 3.460048 4.627000 0.0060 0.0470 0.0240 -0.935
C -1.797969 5.339113 2.385137 0.1984 -0.2074 -0.1217 -0.818
C -1.669390 5.861601 3.802312 0.0147 0.0048 0.0610 -0.924
H 2.600464 6.711285 2.112194 0.0554 0.0815 0.0019 0.379
H 1.696243 5.940393 3.407595 -0.0274 0.0703 0.0665 0.194
H 0.857881 6.931410 2.202454 -0.0281 0.0924 0.0665 0.270
H 2.311515 4.297327 1.599224 -0.0514 -0.0884 -0.0477 0.412
H 1.484842 5.305728 0.417016 0.0019 -0.1261 -0.0048 0.465
H 0.543002 1.830445 3.292317 -0.1202 0.0282 -0.0521 0.422
H -0.894388 2.522546 4.035643 -0.0469 -0.0346 -0.0649 0.442
H 1.943759 3.666200 4.216030 0.0648 0.0806 0.0515 0.256
H 1.085445 2.812948 5.494321 0.0629 0.0073 0.0634 0.389
H 0.513231 4.391643 4.971160 0.0750 0.0692 0.0361 0.202
H -2.774280 4.868296 2.252989 0.0466 0.0051 -0.1148 0.422
H -1.731246 6.155018 1.665440 -0.0050 -0.0263 -0.1084 0.433
H -1.776573 5.055458 4.526545 0.0402 0.0228 0.1023 0.265
H -2.457315 6.588891 3.995304 -0.0288 0.0354 0.0771 0.387
H -0.714709 6.356866 3.962031 0.0418 0.0032 0.0979 0.190
C 2.297932 -1.168852 -0.478197 -0.2264 0.0515 -0.1418 -1.784
C 1.504628 -2.477912 -0.552629 -0.3204 0.1664 -0.0131 2.195
C 1.276764 -2.933535 0.891732 -0.2241 0.0109 -0.1812 -2.023
C 2.343879 -3.539428 -1.272400 -0.2344 0.0806 -0.1771 -1.720
Si -0.180930 -2.283485 -1.513475 -0.0322 0.2199 0.1065 -0.390
Br -1.086758 -0.198705 -0.560497 0.2053 -0.5670 -0.2494 -0.530
C -1.610327 -3.509037 -1.017010 0.1019 0.3409 -0.0483 2.141
C -1.111286 -4.944124 -1.209801 0.2401 0.1874 -0.0290 -1.684
C -2.064963 -3.320384 0.434096 0.1937 0.1475 -0.0315 -1.746
C -2.847428 -3.291217 -1.893460 0.2416 0.1241 -0.0711 -1.976
C -0.046412 -1.798937 -3.396279 -0.0461 0.1129 0.3334 2.141
C 0.104513 -3.086461 -4.212609 -0.0750 -0.0833 0.2840 -1.700
C 1.167302 -0.903049 -3.662417 -0.0319 -0.1203 0.2660 -2.009
C -1.274678 -1.027348 -3.889453 -0.0542 -0.0545 0.2378 -1.727
H 3.249235 -1.352772 0.017013 0.1272 -0.0928 0.1086 0.522
H 1.759205 -0.418322 0.098641 0.0175 0.0656 0.0297 0.330
H 2.514618 -0.758102 -1.456242 0.0669 0.1143 -0.1128 0.318
H 2.232541 -3.005581 1.407451 0.1765 0.0317 0.0130 0.583
H 0.814818 -3.914276 0.934479 -0.0991 -0.1385 0.1008 0.351
H 0.657918 -2.219333 1.432658 -0.0684 -0.0032 0.1256 0.342
H 3.249969 -3.749843 -0.706368 0.0880 0.0216 0.1162 0.523
H 2.644310 -3.203114 -2.261001 0.0752 -0.0376 -0.1544 0.302
H 1.793617 -4.471062 -1.374869 0.0128 -0.2244 -0.0653 0.343
H -0.313330 -5.180707 -0.510945 0.1222 -0.1188 0.0526 0.305
H -0.745333 -5.100609 -2.221198 0.0776 -0.1598 -0.1535 0.332
H -1.921401 -5.650185 -1.036323 -0.1442 -0.0376 0.0330 0.523
H -1.255217 -3.437212 1.143267 0.0757 -0.0211 0.1589 0.320
H -2.821861 -4.063441 0.674687 -0.1283 -0.1583 -0.0384 0.519
H -2.507837 -2.338230 0.578747 -0.0658 0.0412 0.0699 0.339
H -2.645595 -3.512049 -2.936523 -0.0465 0.0066 -0.1877 0.340
H -3.209866 -2.268664 -1.805158 -0.1044 0.0804 -0.0714 0.328
H -3.646104 -3.956122 -1.571168 -0.0774 -0.1231 0.1155 0.590
H 0.947854 -3.676928 -3.864045 0.1328 -0.1867 -0.0423 0.329
H 0.275934 -2.849071 -5.261115 0.0188 0.0971 -0.1152 0.525
H -0.793176 -3.696072 -4.155846 -0.0828 -0.1570 -0.0416 0.307
H 2.100005 -1.413940 -3.446318 0.1865 0.0061 0.0366 0.352
H 1.112087 0.012791 -3.075763 0.0893 0.0981 0.0256 0.330
H 1.190251 -0.623545 -4.713977 -0.0763 0.0120 -0.1622 0.584
H -2.197437 -1.571942 -3.733817 -0.1773 -0.0313 -0.0149 0.324
H -1.179583 -0.840744 -4.956794 0.0906 -0.0006 -0.1822 0.523
H -1.357153 -0.064355 -3.390098 -0.0430 0.0694 -0.0230 0.312
```
Forces are in eV/Å.

---

| no. | electronic energy (eV) |
| --- | --- |
| 1 | -122407.000 |
| 2 | -49367.561 |
| 3 | -104006.690 |